The following is a quantum chemistry calculation of a 2-piece molecular cluster, C3H8O3 overall at a distorted geometry, from the OMol25 dataset.

## Properties
HOMO-LUMO gap (spin up / spin down)   8.4833 / 4.4812 eV
DFT total energy   -9372.52063 eV
Multiplicity   2
Energy relative to the best compared isomer or geometry (same formula, charge and spin)   17.0 kJ/mol
Total charge   +1

```
14
Properties=species:S:1:pos:R:3:forces:R:3
O 1.508 0.904 2.347 0.177 0.035 -0.012
C 0.464 0.406 2.071 0.195 0.327 0.106
C 0.343 -0.675 1.056 -0.676 -1.415 0.033
C -0.965 -0.613 0.264 -0.868 -0.071 -0.413
O -1.016 -1.802 -0.464 0.229 -0.087 0.140
H -0.445 0.741 2.593 -0.302 0.092 0.188
H 1.187 -0.831 0.427 0.850 0.460 -0.484
H 0.308 -1.600 1.655 -0.080 0.121 0.330
H -1.856 -0.604 0.908 0.341 0.196 0.336
H -1.005 0.262 -0.369 0.067 0.297 -0.214
H -1.063 -1.646 -1.413 0.093 0.091 -0.065
H 0.367 2.237 -4.444 0.018 -0.005 0.082
H -0.570 1.040 -4.447 0.105 0.122 0.073
O -0.009 1.567 -3.863 -0.148 -0.163 -0.100
```
Forces are in eV/Å.